Density functional theory data (ωB97M-V with the def2-TZVPD basis set) for 3 unconnected molecules or ions with the total composition C4H15NO2.

Summary:
LUMO energy in eV: 0.52
F_max in eV/Å: 0.97
SMILES: CNC(C)C.O.O
Gap between HOMO and LUMO in Ha: 0.343

Positions of all 22 atoms, in Å:
1 C 1.15899 1.55532 -0.46095
2 N 0.72780 1.62957 0.95902
3 C -0.25509 -0.71802 0.80694
4 C -0.35408 0.71467 1.34267
5 C -1.71844 1.30260 1.01704
6 H 2.13844 1.08253 -0.52821
7 H 1.22370 2.56119 -0.86693
8 H 0.42732 1.00565 -1.04326
9 H 1.52661 1.37156 1.52257
10 H -0.94400 -1.34095 1.38718
11 H 0.73100 -1.15282 0.94516
12 H -0.52045 -0.80514 -0.24359
13 H -0.30536 0.65745 2.42712
14 H -2.47760 0.54792 1.22446
15 H -1.86283 1.64996 -0.01320
16 H -1.96022 2.17456 1.62833
17 H 1.07518 -2.11759 -1.19454
18 H 2.46268 -1.76030 -0.67904
19 O 1.96302 -2.49545 -1.06367
20 H -1.08362 -2.65565 -1.99801
21 H -1.30618 -1.31539 -2.78102
22 O -0.64688 -1.89165 -2.38809

Results of the natural (NBO) charge analysis, in e, for atoms 1 through 5: C -0.426; N -0.624; C -0.649; C -0.049; C -0.615

---

Density functional theory data (ωB97M-V with the def2-TZVPD basis set) for 3 unconnected molecules or ions with the total composition C4H15NO2S in a non-equilibrium geometry.

Summary:
LUMO energy (spin up / spin down) in eV: 2.98 / 2.95
Total charge: -1
F_max in eV/Å: 4.84
Gap between HOMO and LUMO (spin up / spin down) in Ha: 0.076 / 0.338
Spin multiplicity: 2

Positions of all 23 atoms, in Å:
1 C 0.52317 0.49622 -1.54891
2 N 0.51916 0.08054 -0.17016
3 C 1.77731 -0.69205 0.03702
4 C 1.67786 -1.33999 1.48319
5 S 0.65362 -2.83618 1.59946
6 C -0.83931 0.91545 -2.05235
7 H 1.02926 -0.27164 -2.19933
8 H 1.25417 1.36973 -1.76411
9 H -0.26151 -0.38683 0.14640
10 H 1.81253 -1.56200 -0.59470
11 H 2.67718 -0.02486 -0.05424
12 H 1.32545 -0.61331 2.15113
13 H 2.77684 -1.40739 1.94679
14 H -0.23843 -2.23552 2.38490
15 H -0.89209 0.53659 -3.04440
16 H -0.84135 2.02493 -2.24584
17 H -1.75136 0.77616 -1.23736
18 H -4.94146 -0.82781 -0.95586
19 H -4.26371 -0.96707 0.41854
20 O -4.07304 -1.14263 -0.46325
21 H 1.24060 3.20022 2.36767
22 H 0.47573 2.13586 1.49110
23 O 0.35939 2.77159 2.30431

Results of the natural (NBO) charge analysis, in e, for atoms 1 through 5: C -0.211; N -0.662; C -0.228; C -0.561; S -0.186

---

Density functional theory data (ωB97M-V with the def2-TZVPD basis set) for 4 unconnected molecules or ions with the total composition C4H15NO2S in a non-equilibrium geometry.

Summary:
LUMO energy in eV: -4.53
F_max in eV/Å: 4.07
Gap between HOMO and LUMO in Ha: 0.151

Positions of all 23 atoms, in Å:
1 C -0.48716 1.00915 -0.59206
2 C -0.61918 -0.43921 -1.05653
3 C -0.97111 -1.61636 -0.17767
4 S -2.66034 -1.37295 0.49341
5 C 0.47744 1.29036 0.59727
6 N 1.86246 1.77153 0.35972
7 H -1.52664 1.32356 -0.42439
8 H -0.23077 1.49635 -1.56921
9 H 0.25616 -0.77583 -1.66817
10 H -1.45551 -0.35479 -1.81036
11 H -0.23819 -1.82535 0.60241
12 H -1.07790 -2.60317 -0.77489
13 H 1.01301 -2.27189 -1.11742
14 H 0.58347 0.34333 1.17352
15 H 0.02572 1.99076 1.31059
16 H 1.98372 2.23687 -0.54358
17 H 2.32612 0.84325 0.33509
18 H 3.60969 -1.27827 -0.32308
19 H 2.05427 -1.40667 -0.50863
20 O 2.83246 -0.73191 -0.14244
21 H -3.21931 1.29145 2.02343
22 H -2.24589 0.07472 1.75036
23 O -2.29252 1.00507 2.06262

Results of the natural (NBO) charge analysis, in e, for atoms 1 through 5: C -0.431; C -0.421; C -0.590; S 0.113; C -0.237

---

Density functional theory data (ωB97M-V with the def2-TZVPD basis set) for 3 unconnected molecules or ions with the total composition C4H15NO2S in a non-equilibrium geometry.

Summary:
LUMO energy in eV: 0.45
F_max in eV/Å: 4.37
SMILES: NCCCCS.O.O
Gap between HOMO and LUMO in Ha: 0.341

Positions of all 23 atoms, in Å:
1 C -0.10604 0.03592 1.64048
2 C 0.97880 0.80505 0.77343
3 C 0.42557 2.20077 0.31145
4 S -0.04461 3.42508 1.67638
5 C -1.15884 -0.61912 0.77028
6 N -1.02966 -2.06894 0.47506
7 H -0.57131 0.74924 2.26839
8 H 0.39444 -0.74886 2.21239
9 H 1.20994 0.02547 0.02322
10 H 1.88852 1.01425 1.27298
11 H -0.56837 2.01387 -0.29686
12 H 1.23187 2.61234 -0.36673
13 H 0.64243 4.55163 1.36168
14 H -1.51308 -0.11706 -0.14715
15 H -2.09086 -0.47754 1.42417
16 H -0.04176 -2.36181 0.61314
17 H -1.12379 -2.34883 -0.52728
18 H 1.53129 -3.55768 -2.45717
19 H 2.89260 -3.03555 -2.93361
20 O 2.03233 -2.80613 -2.67952
21 H -0.52940 -3.20080 -3.69194
22 H -2.05917 -2.55184 -3.63725
23 O -1.30845 -3.12154 -3.10039

Results of the natural (NBO) charge analysis, in e, for atoms 1 through 5: C -0.410; C -0.414; C -0.507; S -0.092; C -0.229

---

Density functional theory data (ωB97M-V with the def2-TZVPD basis set) for 3 unconnected molecules or ions with the total composition C4H15NO2S in a non-equilibrium geometry.

Summary:
LUMO energy in eV: 0.10
F_max in eV/Å: 4.47
SMILES: NCCCCS.O.O
Gap between HOMO and LUMO in Ha: 0.313

Positions of all 23 atoms, in Å:
1 C 1.20252 -0.30232 1.36339
2 C 0.16281 0.50465 0.60896
3 C 0.57222 1.95372 0.18279
4 S 0.41222 2.24773 -1.51879
5 C 1.71235 -1.56839 0.59474
6 N 0.67408 -2.38699 -0.04212
7 H 0.57885 -0.62884 2.40172
8 H 2.20948 0.29050 1.55618
9 H -0.81715 0.58748 1.23779
10 H -0.19612 0.00699 -0.29281
11 H 1.59712 2.12728 0.38037
12 H 0.09726 2.75993 0.80671
13 H -0.48052 1.39440 -1.99103
14 H 2.38067 -2.25086 1.27258
15 H 2.31069 -1.16428 -0.25002
16 H 0.02753 -1.76823 -0.48295
17 H 0.23006 -2.84157 0.83634
18 H -2.48499 -0.43608 -0.40226
19 H -2.11796 -1.19454 -1.72293
20 O -1.77364 -0.51746 -1.11227
21 H -2.50499 -2.34966 1.38493
22 H -2.62955 -0.91486 1.83422
23 O -2.15310 -1.53234 1.30320

Results of the natural (NBO) charge analysis, in e, for atoms 1 through 5: C -0.414; C -0.445; C -0.553; S -0.038; C -0.221

---

Density functional theory data (ωB97M-V with the def2-TZVPD basis set) for 4 unconnected molecules or ions with the total composition C4H15NO3 in a non-equilibrium geometry.

Summary:
LUMO energy in eV: 0.71
F_max in eV/Å: 1.44
SMILES: C=NCCC.O.O.O
Gap between HOMO and LUMO in Ha: 0.390

Positions of all 23 atoms, in Å:
1 C 1.42483 0.03385 -1.77860
2 C 0.32802 0.80698 -1.06377
3 C -0.81355 -0.11170 -0.64233
4 C -2.84201 0.66945 -1.52149
5 N -2.07230 0.61761 -0.52907
6 H 2.37368 0.56650 -1.87032
7 H 1.60326 -0.92547 -1.31419
8 H 1.15210 -0.12714 -2.79366
9 H -0.04095 1.64267 -1.66047
10 H 0.73487 1.26161 -0.15448
11 H -0.63156 -0.48492 0.36002
12 H -0.86069 -1.02810 -1.24479
13 H -2.66216 0.11161 -2.44570
14 H -3.71989 1.25434 -1.45596
15 H -2.09385 2.71205 2.09273
16 H -1.66338 1.59237 1.20739
17 O -1.56114 1.94205 2.10288
18 H 0.34709 -3.35668 1.67804
19 H 1.50754 -2.40004 2.07075
20 O 0.90506 -2.64997 1.35123
21 H 2.63892 -0.54085 1.78678
22 H 3.13159 -0.51264 3.26348
23 O 2.81454 -1.07359 2.56154

Results of the natural (NBO) charge analysis, in e, for atoms 1 through 5: C -0.610; C -0.406; C -0.266; C -0.038; N -0.416

---

Density functional theory data (ωB97M-V with the def2-TZVPD basis set) for 3 unconnected molecules or ions with the total composition C4H15NO3 in a non-equilibrium geometry.

Summary:
LUMO energy in eV: 0.66
F_max in eV/Å: 4.32
SMILES: CCNCCO.O.O
Gap between HOMO and LUMO in Ha: 0.337

Positions of all 23 atoms, in Å:
1 C 2.84873 0.19967 0.91174
2 C 2.42867 -0.12200 -0.55227
3 N 0.93544 -0.13306 -0.45534
4 C 0.18052 -0.20726 -1.67646
5 C -1.29785 0.13156 -1.34200
6 O -1.64619 1.56750 -1.49555
7 H 2.22368 -0.43601 1.55251
8 H 3.95633 -0.06940 1.00421
9 H 2.63681 1.11605 1.33490
10 H 2.53175 0.79407 -1.18693
11 H 2.95144 -0.95202 -1.02481
12 H 0.58347 0.70992 0.02800
13 H 0.70644 0.35652 -2.44639
14 H 0.31273 -1.25797 -2.06365
15 H -1.38901 -0.14608 -0.31525
16 H -1.85617 -0.38212 -2.12104
17 H -1.06089 2.05650 -2.16768
18 H -1.31125 2.52753 0.27224
19 H -1.27267 3.14636 1.56894
20 O -0.74037 2.46129 1.08776
21 H -2.17096 -2.97296 2.44322
22 H -2.27441 -3.97302 3.72165
23 O -2.12292 -3.97851 2.72546

Results of the natural (NBO) charge analysis, in e, for atoms 1 through 5: C -0.620; C -0.221; N -0.646; C -0.246; C -0.076

---

Density functional theory data (ωB97M-V with the def2-TZVPD basis set) for a molecular structure, C4H15NO3 in a non-equilibrium geometry.

Summary:
LUMO energy in eV: -0.90
F_max in eV/Å: 1.87
Gap between HOMO and LUMO in Ha: 0.268

Positions of all 23 atoms, in Å:
1 C -0.96895 -0.87986 0.22455
2 C 0.16336 -1.54744 -0.44706
3 C 1.43600 -0.98992 -0.21450
4 N 1.61258 0.26007 0.27952
5 C 0.09807 -2.85168 -1.17192
6 H -0.69408 -0.63018 1.25035
7 H -1.83824 -1.51294 0.18438
8 H -1.18185 0.08449 -0.19996
9 H 2.31409 -1.58646 -0.38390
10 H 1.05077 0.95591 -0.23321
11 H 0.81339 -0.81291 -1.29361
12 H 0.07365 -3.74584 -0.55592
13 H 1.00160 -2.95578 -1.77558
14 H -0.76437 -2.87955 -1.85391
15 H -2.00160 3.06837 0.70062
16 H -0.62468 1.97483 1.68711
17 O -1.05639 3.07512 0.97009
18 H 1.33760 0.37172 1.27012
19 H -0.03060 1.46301 3.11427
20 O -0.21202 1.11971 2.25420
21 H 0.42870 2.95842 -1.74898
22 H -0.61693 2.64396 -0.53778
23 O -0.34012 2.41694 -1.51888

Results of the Mulliken charge analysis, in e, for atoms 1 through 5: C -1.191; C 0.890; C -0.210; N -0.587; C -1.355

---

Density functional theory data (ωB97M-V with the def2-TZVPD basis set) for 3 unconnected molecules or ions with the total composition C4H15NO3 in a non-equilibrium geometry.

Summary:
LUMO energy in eV: 0.43
F_max in eV/Å: 3.99
SMILES: CCNCCO.O.O
Gap between HOMO and LUMO in Ha: 0.327

Positions of all 23 atoms, in Å:
1 C -1.80282 0.50981 2.59063
2 C -1.48559 0.91881 1.11001
3 N -0.46502 0.10427 0.50453
4 C -0.31131 0.38948 -0.95385
5 C 0.56151 -0.72343 -1.63277
6 O -0.04693 -1.74776 -2.37558
7 H -1.19582 -0.38812 2.75855
8 H -1.63835 1.30723 3.31936
9 H -2.86436 0.14535 2.64334
10 H -2.42010 0.91366 0.54146
11 H -1.26357 2.00610 1.13007
12 H -0.57042 -0.91462 0.72461
13 H -1.19141 0.61413 -1.49931
14 H 0.38128 1.23593 -1.08390
15 H 1.19811 -1.38030 -1.09062
16 H 1.17522 -0.10241 -2.28287
17 H -0.90023 -1.89934 -1.95248
18 H -0.14058 -3.67434 1.12647
19 H -1.02063 -3.38957 -0.14866
20 O -0.23990 -3.08801 0.35951
21 H 4.77040 3.41417 -0.57707
22 H 4.96528 2.45635 -1.65752
23 O 4.50523 3.29263 -1.55391

Results of the natural (NBO) charge analysis, in e, for atoms 1 through 5: C -0.617; C -0.213; N -0.650; C -0.249; C -0.083

---

Density functional theory data (ωB97M-V with the def2-TZVPD basis set) for 4 unconnected molecules or ions with the total composition C4H15NO3 in a non-equilibrium geometry.

Summary:
LUMO energy in eV: -5.49
F_max in eV/Å: 3.95
Gap between HOMO and LUMO in Ha: 0.144

Positions of all 23 atoms, in Å:
1 C 1.85015 -0.91946 -0.25858
2 C 0.29892 -1.12159 -0.08102
3 C -0.35403 0.00073 0.78328
4 C 0.16453 0.10312 2.21099
5 N -1.79719 -0.18958 0.82294
6 H 2.18022 -1.38688 -1.18570
7 H 2.33856 -1.05059 0.70001
8 H 1.90596 0.16352 -0.46216
9 H 0.06030 -2.17109 0.08200
10 H 0.01811 -0.86634 -1.12736
11 H -0.29394 0.95157 2.75638
12 H 1.31611 0.18139 2.14279
13 H -1.94309 -1.07866 1.28514
14 H -0.14463 0.97195 0.30167
15 H 1.73232 2.88733 0.09046
16 H -0.04953 -0.82226 2.79273
17 O 1.63144 2.00201 0.47888
18 H -0.50012 1.98669 -2.07263
19 H -1.12475 0.47669 -2.24145
20 O -0.28542 1.09626 -2.37505
21 H -2.79072 -0.48477 -2.58553
22 H -2.10347 -0.25257 -0.15780
23 O -2.10972 -0.47746 -1.89999

Results of the natural (NBO) charge analysis, in e, for atoms 1 through 5: C -0.623; C -0.406; C -0.061; C -0.632; N -0.564

---

Density functional theory data (ωB97M-V with the def2-TZVPD basis set) for a molecular structure, C4H15NO3Rb in a non-equilibrium geometry.

Summary:
LUMO energy in eV: -3.69
Total charge: +1
F_max in eV/Å: 1.32
Gap between HOMO and LUMO in Ha: 0.281

Positions of all 24 atoms, in Å:
1 Rb 3.34678 -23.01490 -17.71872
2 C -2.53178 -23.43858 -14.05455
3 C -1.39258 -22.62308 -13.50378
4 C -0.10747 -22.81187 -14.30121
5 O 0.92051 -22.00408 -13.71622
6 C 2.10066 -22.01288 -14.47502
7 N -1.78134 -21.23266 -13.35590
8 H -3.43411 -23.28562 -13.45250
9 H -2.38316 -24.51941 -14.01686
10 H -2.86580 -23.19349 -15.06973
11 H -1.21602 -23.02407 -12.49841
12 H -0.28808 -22.49074 -15.34025
13 H 0.23569 -23.85676 -14.29067
14 H 1.94453 -21.82037 -15.54107
15 H 2.64404 -22.96517 -14.35175
16 H 2.76033 -21.26616 -14.02868
17 H -0.98936 -20.62316 -13.19945
18 H -2.27719 -20.90612 -14.17881
19 O 1.09183 -21.25884 -18.48091
20 H 0.60935 -21.83201 -19.09225
21 H 0.74148 -20.37430 -18.64981
22 O 4.14421 -23.86704 -20.43134
23 H 5.09696 -23.92833 -20.58678
24 H 3.81267 -23.29323 -21.13558

Results of the natural (NBO) charge analysis, in e, for atoms 1 through 5: Rb 0.993; C -0.625; C -0.081; C -0.073; O -0.535

---

Density functional theory data (ωB97M-V with the def2-TZVPD basis set) for 4 unconnected molecules or ions with the total composition C4H15O4 in a non-equilibrium geometry.

Summary:
LUMO energy in eV: 3.74
Total charge: -1
F_max in eV/Å: 1.44
Gap between HOMO and LUMO in Ha: 0.325

Positions of all 23 atoms, in Å:
1 C 0.74850 -1.45528 -0.55988
2 O 0.81246 -1.05115 -1.89377
3 C -0.66094 -1.75314 -0.04194
4 C -1.62174 -0.59477 -0.22880
5 C -2.94114 -0.80293 0.53509
6 H 1.35914 -2.35252 -0.35498
7 H 1.12542 -0.69990 0.14383
8 H -0.50420 -1.93429 1.02957
9 H -1.14248 -2.65808 -0.43932
10 H -1.87006 -0.38962 -1.27838
11 H -1.15748 0.38568 -0.06369
12 H -3.62464 0.04563 0.47075
13 H -2.70078 -0.95780 1.58830
14 H -3.43550 -1.66436 0.08303
15 H 2.46658 1.10214 -0.95483
16 H 1.08343 -0.09306 -1.81679
17 O 1.67439 1.33205 -1.43706
18 H 3.34872 1.81897 1.02744
19 H 2.16957 2.29970 1.79753
20 O 3.10093 2.05947 1.91689
21 H -0.01484 2.97856 0.26117
22 H 1.07280 1.95430 -0.36234
23 O 0.71187 2.43040 0.57816

Results of the natural (NBO) charge analysis, in e, for atoms 1 through 5: C -0.051; O -0.787; C -0.409; C -0.418; C -0.600

---

no.,molar mass (g mol⁻¹)
1,109.17
2,141.24
3,141.24
4,141.24
5,141.24
6,125.17
7,125.17
8,125.17
9,125.17
10,125.17
11,210.64
12,127.16